DFT (wB97M-V/def2-TZVPD) results for a structure of composition C20H37CdN5O4Si at a distorted geometry.

Calculated values
- E (eV) = -49421.280
- orbital gap (eV) = 7.10
- energy above the lowest of the compared OMol25 structures with the same formula, charge and spin (kcal per mole) = 18.32

CARTESIAN COORDINATES (ANGSTROEM)
Cd -1.12 0.56 1.58
C 2.06 -0.58 0.28
C 1.35 -1.18 -0.91
O 1.38 -0.33 -2.01
C 2.59 -0.48 -2.69
C 2.71 0.58 -3.79
O 2.86 1.92 -3.26
C 1.80 2.79 -3.35
C 1.70 3.71 -2.15
O 1.44 3.06 -0.90
C 2.55 2.47 -0.26
C 2.23 1.70 1.02
O 1.34 0.62 0.62
H 3.08 -0.38 0.00
H 2.13 -1.32 1.17
H 0.31 -1.31 -0.66
H 1.85 -2.18 -1.14
H 2.77 -1.48 -3.13
H 3.48 -0.37 -2.07
H 1.81 0.57 -4.45
H 3.64 0.39 -4.37
H 0.88 2.19 -3.54
H 1.94 3.39 -4.20
H 0.87 4.38 -2.29
H 2.61 4.27 -2.09
H 3.27 3.27 -0.07
H 3.00 1.75 -0.89
H 1.76 2.27 1.77
H 3.16 1.26 1.40
C -1.51 2.62 2.16
H -0.98 2.95 3.01
H -2.55 2.76 2.31
H -1.31 3.36 1.39
N -1.80 3.50 -2.03
C -1.75 2.59 -3.06
N -1.60 3.04 -4.31
N -1.92 1.32 -2.92
C -1.98 0.78 -1.73
N -2.15 0.27 -0.70
H -1.43 4.41 -2.27
H -1.40 3.04 -1.16
H -1.76 3.99 -4.52
H -1.63 2.34 -4.99
C -2.77 -3.62 0.20
Si -2.75 -2.38 1.58
C -4.13 -1.23 1.19
C -3.28 -3.41 3.04
N -1.36 -1.53 1.96
C -0.32 -2.15 2.61
C 0.45 -1.41 3.52
C 1.53 -1.97 4.18
C 1.82 -3.33 4.15
C 1.09 -4.08 3.23
C 0.06 -3.50 2.48
H -1.98 -4.34 0.10
H -2.71 -3.06 -0.78
H -3.75 -4.09 0.29
H -5.07 -1.64 1.51
H -4.21 -1.07 0.10
H -3.88 -0.21 1.51
H -3.61 -4.41 2.82
H -4.06 -3.00 3.65
H -2.50 -3.53 3.78
H 0.27 -0.34 3.60
H 2.07 -1.33 4.83
H 2.56 -3.80 4.78
H 1.33 -5.12 3.12
H -0.44 -4.01 1.73

DFT (wB97M-V/def2-TZVPD) results for a structure of composition C23H27N4SiTe4Ti at a distorted geometry.

Calculated values
- E (eV) = -90416.495
- orbital gap (spin up / spin down) (eV) = 4.34 / 4.34
- energy above the lowest of the compared OMol25 structures with the same formula, charge and spin (kcal per mole) = 0.00
- multiplicity = 3
- total charge = -1

CARTESIAN COORDINATES (ANGSTROEM)
Ti -11.36 -10.05 5.22
C -9.00 -10.94 6.87
N -9.35 -9.62 6.31
C -9.42 -8.62 7.47
C -10.74 -7.98 7.63
C -10.91 -6.94 8.58
C -12.15 -6.26 8.63
C -13.13 -6.62 7.71
C -12.90 -7.68 6.86
N -11.75 -8.38 6.79
C -8.41 -9.12 5.27
C -9.02 -8.05 4.41
C -8.25 -7.38 3.40
C -8.95 -6.72 2.38
C -10.35 -6.70 2.45
C -10.98 -7.16 3.59
N -10.35 -7.94 4.54
C -10.20 -11.62 7.50
C -10.10 -12.74 8.32
C -11.27 -13.32 8.83
C -12.50 -12.75 8.50
C -12.52 -11.63 7.70
N -11.41 -11.10 7.14
H -8.20 -10.84 7.64
H -8.63 -11.61 6.08
H -8.65 -7.86 7.29
H -9.12 -9.13 8.40
H -10.11 -6.62 9.25
H -12.35 -5.46 9.36
H -14.04 -6.01 7.64
H -13.67 -7.99 6.12
H -8.11 -9.96 4.62
H -7.49 -8.72 5.73
H -7.16 -7.47 3.40
H -8.46 -6.23 1.54
H -10.96 -6.38 1.58
H -12.08 -7.18 3.68
H -9.13 -13.20 8.51
H -11.24 -14.22 9.46
H -13.43 -13.21 8.91
H -13.44 -11.04 7.52
Te -14.28 -10.69 4.67
Te -15.68 -9.40 2.71
Te -13.73 -8.84 0.83
Te -11.56 -9.81 2.20
C -8.59 -14.46 2.24
Si -8.00 -12.98 3.23
C -6.97 -11.76 2.27
C -7.11 -13.63 4.80
C -9.44 -12.01 3.91
C -10.48 -11.47 4.32
H -7.72 -15.03 1.92
H -9.17 -14.17 1.34
H -9.20 -15.16 2.82
H -6.07 -12.29 1.96
H -6.69 -10.90 2.88
H -7.47 -11.42 1.35
H -6.41 -14.41 4.50
H -7.78 -14.09 5.54
H -6.57 -12.82 5.26

DFT (wB97M-V/def2-TZVPD) results for an isolated molecule of C6H12O.

Calculated values
- E (eV) = -8462.345
- orbital gap (eV) = 10.57
- structure (SMILES) = CCOCC1CC1
- energy above the lowest of the compared OMol25 structures with the same formula, charge and spin (kcal per mole) = 46.33

CARTESIAN COORDINATES (ANGSTROEM)
C -1.51 -2.13 0.07
C -1.45 -0.80 -0.66
O -1.02 0.17 0.26
C -0.46 1.36 -0.26
C 0.90 1.46 0.39
C 2.21 1.19 -0.27
C 1.56 0.08 0.48
H -2.07 -2.86 -0.52
H -0.51 -2.54 0.26
H -2.00 -2.00 1.03
H -2.44 -0.51 -1.03
H -0.77 -0.87 -1.53
H -0.40 1.34 -1.37
H -1.13 2.19 0.02
H 0.93 2.09 1.28
H 2.23 1.10 -1.36
H 3.09 1.63 0.17
H 1.17 -0.74 -0.13
H 1.89 -0.25 1.45

DFT (wB97M-V/def2-TZVPD) results for a cluster of 2 separate species, CH2F2NO2S in total at a distorted geometry.

Calculated values
- E (eV) = -22923.537
- orbital gap (spin up / spin down) (eV) = 7.61 / 7.61
- energy above the lowest of the compared OMol25 structures with the same formula, charge and spin (kcal per mole) = 58.05
- total charge = -1

CARTESIAN COORDINATES (ANGSTROEM)
C 3.08 -0.58 -0.57
N -0.09 0.42 0.24
O 1.66 1.96 1.19
O 0.87 2.24 -1.11
F 2.15 -1.63 -0.37
F 3.64 -0.52 0.64
S 1.32 1.33 -0.10
H -0.32 0.08 1.12
H -0.59 -0.04 -0.52

DFT (wB97M-V/def2-TZVPD) results for a cluster of 7 separate species, C14H21N7 in total at a distorted geometry.

Calculated values
- E (eV) = -25286.885
- orbital gap (eV) = 11.18
- structure (SMILES) = CC#N.CC#N.CC#N.CC#N.CC#N.CC#N.CC#N
- energy above the lowest of the compared OMol25 structures with the same formula, charge and spin (kcal per mole) = 9.02

CARTESIAN COORDINATES (ANGSTROEM)
C 0.67 0.86 3.73
C -0.32 1.58 2.90
N -1.12 2.07 2.23
H 0.28 -0.15 3.80
H 0.78 1.34 4.70
H 1.66 0.94 3.28
C 0.10 -5.33 0.83
C 1.45 -5.00 0.45
N 2.50 -4.74 0.09
H -0.25 -6.18 0.24
H -0.50 -4.46 0.55
H -0.07 -5.45 1.90
C -0.24 4.81 0.31
C 0.64 5.92 0.58
N 1.35 6.79 0.79
H -0.74 4.75 -0.65
H -1.05 4.92 1.05
H 0.21 3.87 0.61
C -3.53 0.15 0.35
C -3.81 -0.32 1.72
N -3.99 -0.67 2.79
H -2.52 0.57 0.43
H -4.22 0.96 0.11
H -3.62 -0.58 -0.44
C 2.87 1.54 -2.66
C 2.54 2.31 -1.45
N 2.23 2.94 -0.54
H 2.00 1.58 -3.31
H 3.10 0.51 -2.40
H 3.72 1.98 -3.18
C -0.62 -3.11 -3.23
C 0.59 -2.38 -2.81
N 1.54 -1.83 -2.51
H -1.24 -3.42 -2.40
H -0.37 -3.93 -3.90
H -1.18 -2.41 -3.86
C 0.38 0.30 -0.31
C -0.14 -0.77 0.54
N -0.55 -1.59 1.23
H 0.40 -0.01 -1.35
H 1.40 0.48 0.02
H -0.32 1.14 -0.25

DFT (wB97M-V/def2-TZVPD) results for an isolated molecule of C4H9NO at a distorted geometry.

Calculated values
- E (eV) = -7828.953
- orbital gap (eV) = 10.12
- structure (SMILES) = CN[C@H](C)C=O
- energy above the lowest of the compared OMol25 structures with the same formula, charge and spin (kcal per mole) = 77.65

CARTESIAN COORDINATES (ANGSTROEM)
C -2.06 0.18 -0.64
N -0.65 0.69 -0.46
C 0.16 -0.48 0.09
C -0.46 -0.85 1.42
C 1.55 0.07 0.29
O 2.15 0.63 -0.69
H -2.78 -0.21 0.20
H -2.19 -0.68 -1.26
H -2.80 0.86 -1.19
H -0.34 0.91 -1.36
H 0.20 -1.26 -0.72
H 0.21 -1.80 1.56
H -1.53 -1.04 1.21
H -0.63 0.01 2.14
H 2.03 -0.18 1.20

DFT (wB97M-V/def2-TZVPD) results for an isolated molecule of C5H4OS at a distorted geometry.

Calculated values
- E (eV) = -18129.540
- orbital gap (eV) = 8.16
- structure (SMILES) = C=C1C=CC(=O)S1
- energy above the lowest of the compared OMol25 structures with the same formula, charge and spin (kcal per mole) = 55.61

CARTESIAN COORDINATES (ANGSTROEM)
C 0.38 1.99 -0.24
C 0.47 0.58 -0.19
C -0.80 0.06 0.31
C -0.75 -1.36 0.25
C 0.68 -1.82 0.03
O 1.39 -2.85 0.22
S 1.50 -0.52 -0.98
H -0.69 2.21 -0.14
H 1.01 2.85 -0.70
H -1.59 0.65 0.61
H -1.60 -1.79 0.82

DFT (wB97M-V/def2-TZVPD) results for a structure of composition C26H28IrN7O4S3 at a distorted geometry.

Calculated values
- E (eV) = -81370.470
- orbital gap (spin up / spin down) (eV) = 5.05 / 5.06
- energy above the lowest of the compared OMol25 structures with the same formula, charge and spin (kcal per mole) = 119.89
- multiplicity = 2
- total charge = +1

CARTESIAN COORDINATES (ANGSTROEM)
Ir 0.34 0.02 -1.27
C -0.07 -3.10 -0.24
N 0.01 -1.80 0.46
C 1.23 -1.76 1.29
C 1.73 -0.33 1.48
N 2.32 0.17 0.23
C 2.71 1.58 0.32
C 3.46 -0.58 -0.20
C 4.43 -1.07 0.67
C 5.56 -1.71 0.19
C 5.75 -1.86 -1.17
C 4.80 -1.39 -2.06
C 3.65 -0.77 -1.58
S 2.41 -0.29 -2.70
C -1.23 -1.61 1.18
C -1.43 -2.09 2.46
C -2.66 -1.98 3.09
C -3.73 -1.39 2.44
C -3.56 -0.91 1.16
C -2.32 -1.02 0.53
S -2.23 -0.37 -1.08
H -0.03 -3.93 0.47
H 0.76 -3.19 -0.94
H -1.01 -3.15 -0.78
H 2.00 -2.35 0.80
H 1.06 -2.20 2.28
H 2.45 -0.29 2.31
H 0.90 0.32 1.74
H 3.46 1.73 1.10
H 1.83 2.18 0.55
H 3.11 1.90 -0.64
H 4.31 -0.95 1.73
H 6.29 -2.07 0.89
H 6.64 -2.34 -1.54
H 4.93 -1.51 -3.12
H -0.65 -2.60 3.00
H -2.78 -2.36 4.09
H -4.69 -1.30 2.92
H -4.37 -0.43 0.62
C -1.97 -2.83 -5.43
C -1.77 -1.38 -5.23
N -2.27 -0.42 -5.94
N -1.86 0.73 -5.37
C -1.11 0.52 -4.27
S -0.44 1.65 -3.25
N -1.03 -0.85 -4.19
N -0.34 -1.57 -3.22
H -2.52 -2.99 -6.35
H -2.54 -3.25 -4.60
H -1.01 -3.35 -5.49
H -2.12 1.62 -5.77
H 0.54 -1.92 -3.59
H -0.92 -2.35 -2.91
O -2.41 1.74 -0.05
C -1.37 2.07 0.53
O -0.22 1.63 0.30
C -1.49 3.06 1.68
C -0.38 3.32 2.49
C -0.51 4.12 3.61
C -1.76 4.66 3.91
C -2.86 4.44 3.09
C -2.72 3.64 1.97
N -1.91 5.46 5.11
O -3.00 5.93 5.33
O -0.93 5.61 5.81
H 0.58 2.89 2.25
H 0.32 4.31 4.26
H -3.80 4.89 3.35
H -3.56 3.45 1.32